This record from the OMol25 dataset describes one molecule with the formula C33H60FNO7S. The level of theory is wB97M-V/def2-TZVPD.

```
103
Properties=species:S:1:pos:R:3:lowdin_charge:R:1
C -5.31694 -1.55191 -0.84838 -0.109
C -5.15748 -1.02091 0.56304 -0.262
C -3.89302 -1.54732 1.19885 -0.228
C -3.80673 -1.23839 2.68426 -0.200
C -2.65021 -1.96660 3.35989 -0.204
C -1.35289 -1.17356 3.34400 -0.212
C -1.34120 -0.00480 4.31781 -0.193
C 0.08203 0.41554 4.69080 -0.197
C 0.20142 1.92487 4.86359 -0.227
C 1.60938 2.38870 5.19570 -0.189
C 2.58613 2.50690 3.99398 -0.187
C 2.04743 2.00446 2.67457 -0.213
C 2.97818 2.34096 1.48605 -0.167
C 2.26066 2.99031 0.29277 -0.168
C 1.90751 1.98624 -0.79584 -0.131
C 0.86316 0.97378 -0.32784 -0.281
O -0.11564 1.53175 0.55972 -0.273
S -1.26221 2.54646 0.04421 1.012
O -2.41186 1.71867 -0.22752 -0.346
O -0.72659 3.00258 -1.43527 -0.299
C -0.90470 2.13538 -2.56984 -0.359
C 0.03992 2.69367 -3.68888 -0.043
C 0.44463 4.12761 -3.48240 -0.227
O 1.58259 4.52329 -3.66448 0.071
C -2.32680 2.36178 -3.10611 -0.340
O -2.88497 1.56279 -3.84249 0.144
N -2.95682 3.60722 -2.73843 0.198
C -4.02098 3.56112 -1.84560 -0.494
O -4.29145 4.45936 -1.02670 0.099
F -4.77458 2.46831 -1.99812 0.145
C -0.67417 0.62507 -2.44573 -0.023
C 0.28654 0.03086 -1.37595 -0.310
C 1.49760 -0.55851 -2.12931 -0.126
C 1.22708 -1.78284 -3.02671 -0.160
C 2.25590 -2.91103 -2.85537 -0.196
C 3.34264 -2.89055 -3.94519 -0.196
C 4.60900 -2.13140 -3.48378 -0.250
C 5.08453 -1.13349 -4.54400 -0.111
C -0.53883 -1.02848 -0.62356 -0.151
O -0.00181 -1.42872 0.61615 -0.151
C 0.78964 -2.60312 0.57525 -0.188
C -0.02781 -3.88640 0.45574 -0.212
C 0.05139 -4.75523 1.69905 -0.091
H -6.11298 -1.03733 -1.36949 0.067
H -5.56482 -2.60556 -0.84644 0.068
H -4.40707 -1.41516 -1.41577 0.063
H -6.02011 -1.27711 1.16500 0.107
H -5.06523 0.05462 0.48136 0.105
H -3.84354 -2.62773 1.07549 0.115
H -3.03784 -1.10307 0.70468 0.086
H -3.68067 -0.16509 2.78668 0.110
H -4.73939 -1.48851 3.17589 0.109
H -2.91752 -2.24703 4.37295 0.105
H -2.51410 -2.89995 2.82313 0.090
H -1.22203 -0.81110 2.32786 0.094
H -0.53646 -1.86449 3.53495 0.106
H -1.87116 0.82047 3.85757 0.104
H -1.89906 -0.27900 5.20584 0.112
H 0.73826 0.05974 3.90779 0.088
H 0.32499 -0.02575 5.64863 0.115
H -0.43287 2.17446 5.71045 0.113
H -0.22614 2.45282 4.02092 0.100
H 2.03009 1.75259 5.96447 0.103
H 1.52744 3.37702 5.63161 0.099
H 2.85424 3.55180 3.87315 0.105
H 3.50180 1.99165 4.25613 0.108
H 1.09609 2.46877 2.47289 0.087
H 1.95061 0.92855 2.69706 0.098
H 3.79342 2.97362 1.81026 0.104
H 3.42991 1.41501 1.14649 0.107
H 2.95703 3.68044 -0.16606 0.115
H 1.37162 3.51410 0.61309 0.097
H 2.82414 1.45657 -1.00668 0.120
H 1.62553 2.49433 -1.70874 0.091
H 1.44116 0.32546 0.31565 0.143
H 0.90987 2.06632 -3.78912 0.118
H -0.50135 2.65405 -4.63068 0.144
H -0.33480 4.84356 -3.17721 0.126
H -2.29909 4.30650 -2.43397 0.125
H -1.64533 0.16048 -2.35942 0.121
H -0.32008 0.29247 -3.40897 0.125
H 2.24592 -0.82636 -1.38956 0.109
H 1.95841 0.20337 -2.74187 0.112
H 1.35710 -1.45469 -4.04963 0.099
H 0.21432 -2.15634 -2.97889 0.106
H 2.77838 -2.82516 -1.91423 0.086
H 1.76096 -3.87222 -2.91291 0.103
H 2.99132 -2.38156 -4.83239 0.093
H 3.65080 -3.89910 -4.18459 0.103
H 4.40301 -1.55065 -2.59372 0.090
H 5.42047 -2.82188 -3.29684 0.100
H 4.24550 -0.52286 -4.85124 0.063
H 5.44522 -1.66539 -5.41511 0.072
H 5.86229 -0.49842 -4.14917 0.065
H -1.50221 -0.58904 -0.41021 0.094
H -0.73255 -1.90019 -1.24333 0.127
H 1.53843 -2.51155 -0.20219 0.093
H 1.32786 -2.62299 1.51531 0.123
H -1.04987 -3.62025 0.21629 0.106
H 0.34179 -4.44610 -0.39722 0.100
H -0.36522 -5.72980 1.49654 0.071
H -0.47683 -4.27348 2.51004 0.061
H 1.09070 -4.87826 1.96956 0.073
```

Computed properties:
HOMO	-9.940	eV
Kohn-Sham gap	0.377	Ha
total charge	0
LUMO energy	0.33	eV



This record from the OMol25 dataset describes a 9-piece molecular cluster, C33H60O27 overall. The level of theory is wB97M-V/def2-TZVPD.

```
120
Properties=species:S:1:pos:R:3:lowdin_charge:R:1
C 8.38494 0.99424 -0.26957 -0.054
C 6.88590 0.90495 -0.10813 -0.201
O 6.30970 1.58549 -1.23461 0.051
C 4.99753 1.63970 -1.33148 -0.595
O 4.19337 1.10734 -0.60598 0.117
O 4.70265 2.41903 -2.37547 0.024
C 3.34835 2.73856 -2.57741 -0.050
H 8.77950 1.95790 0.05154 0.078
H 8.65383 0.80834 -1.30790 0.084
H 8.87588 0.25489 0.36455 0.083
H 6.56953 1.41948 0.80158 0.125
H 6.54222 -0.12406 -0.04585 0.110
H 2.74780 1.86191 -2.82329 0.058
H 3.19464 3.41222 -3.41774 0.102
H 2.92292 3.22428 -1.69677 0.096
C 3.07015 -3.77326 -0.80125 -0.055
C 3.03533 -2.81405 0.36190 -0.195
O 4.41744 -2.70734 0.77749 0.050
C 4.80290 -1.73946 1.59990 -0.605
O 5.95589 -1.54586 1.86344 0.130
O 3.77374 -1.02495 2.06331 -0.008
C 4.11316 0.04439 2.91650 -0.045
H 2.08540 -4.08181 -1.14804 0.068
H 3.61600 -4.68740 -0.56256 0.088
H 3.65598 -3.30726 -1.59463 0.076
H 2.41564 -3.17423 1.18446 0.124
H 2.69671 -1.81943 0.07410 0.111
H 4.50565 0.90718 2.37140 0.091
H 4.84448 -0.21558 3.68038 0.102
H 3.20274 0.38263 3.40855 0.087
C -2.99931 -4.54309 -4.23202 -0.055
C -3.55190 -4.79840 -2.86539 -0.228
O -2.55860 -4.64034 -1.84801 0.034
C -2.05553 -5.76455 -1.33215 -0.604
O -2.28054 -6.88267 -1.69251 0.145
O -1.26503 -5.42332 -0.31326 -0.020
C -0.37049 -6.40534 0.17080 -0.046
H -2.35328 -3.66188 -4.20946 0.080
H -3.78344 -4.33240 -4.95537 0.084
H -2.37596 -5.36770 -4.58209 0.084
H -4.11866 -5.72084 -2.75647 0.124
H -4.30502 -4.03392 -2.63248 0.119
H 0.36556 -5.89225 0.78876 0.084
H 0.13511 -6.92478 -0.64022 0.102
H -0.87373 -7.11782 0.82625 0.100
C -1.30268 -0.09419 5.28805 -0.053
C -2.66294 0.27633 4.74871 -0.201
O -3.30407 -0.93095 4.28696 0.043
C -4.58746 -0.81222 3.98852 -0.624
O -5.27407 0.16630 4.12588 0.132
O -5.00072 -1.96817 3.46679 -0.010
C -6.40145 -2.06374 3.26544 -0.056
H -0.81583 0.84026 5.58008 0.082
H -0.68512 -0.49050 4.47995 0.064
H -1.37422 -0.78575 6.12092 0.081
H -2.60000 0.95893 3.89924 0.114
H -3.29255 0.74690 5.50461 0.127
H -6.62107 -3.02534 2.81628 0.095
H -6.77973 -1.24008 2.65910 0.091
H -6.93223 -1.99291 4.21973 0.100
C -4.37659 -1.25044 0.19469 -0.040
C -3.70158 0.07020 -0.08349 -0.187
O -3.88350 0.87379 1.08484 0.042
C -3.46213 2.12932 1.09534 -0.605
O -2.89617 2.71001 0.20717 0.121
O -3.84671 2.66111 2.25102 -0.001
C -3.39658 3.99281 2.53622 -0.020
H -4.61151 -1.81310 -0.70803 0.079
H -5.29760 -1.12382 0.76691 0.073
H -3.76576 -1.89633 0.82100 0.063
H -4.01864 0.53323 -1.01737 0.128
H -2.62076 -0.09421 -0.17482 0.116
H -4.01948 4.30569 3.36708 0.099
H -3.59300 4.61634 1.66381 0.090
H -2.33539 4.07240 2.76755 0.079
C 0.31185 2.80164 1.15629 -0.045
C 1.24694 1.65062 1.48579 -0.205
O 0.59320 0.50714 2.03327 0.048
C 0.30784 -0.47979 1.19788 -0.606
O 0.34394 -0.44921 -0.00635 0.113
O 0.04878 -1.56207 1.92079 0.012
C -0.49796 -2.65954 1.22664 -0.040
H -0.39042 2.63445 0.34369 0.069
H 1.00976 3.58643 0.84551 0.069
H -0.23244 3.12158 2.04492 0.076
H 1.97425 1.98290 2.22278 0.115
H 1.81069 1.38993 0.58683 0.111
H -1.56547 -2.51948 1.05396 0.089
H -0.47330 -3.50539 1.91083 0.102
H -0.01919 -2.86804 0.27347 0.085
O -2.87190 0.11168 -5.55751 0.177
C -2.16478 0.69566 -4.81074 -0.570
O -2.51006 1.06914 -3.55773 0.057
C -1.41871 1.72229 -2.92712 -0.116
C -0.45244 2.02249 -4.09590 -0.094
O -0.90622 1.10888 -5.09130 0.062
H -1.75783 2.60900 -2.39754 0.124
H -0.95059 1.05553 -2.19663 0.110
H 0.57468 1.77834 -3.83433 0.108
H -0.52608 3.06027 -4.41852 0.131
O 2.05493 -1.25482 -6.30704 0.181
C 1.93291 -1.25598 -5.13242 -0.559
O 1.01326 -2.02401 -4.47268 0.065
C 1.01633 -1.67873 -3.09152 -0.112
C 2.28776 -0.84187 -2.92818 -0.125
O 2.65257 -0.50539 -4.26489 0.062
H 0.11555 -1.13802 -2.80533 0.117
H 1.12106 -2.55975 -2.46044 0.106
H 3.12135 -1.39743 -2.50358 0.116
H 2.01310 -0.01876 -2.26878 0.102
O -3.02633 7.52683 -0.30636 0.177
C -1.99160 7.36775 0.24566 -0.566
O -1.00372 8.29650 0.29950 0.063
C 0.19294 7.68646 0.75335 -0.115
C -0.28651 6.37880 1.41008 -0.095
O -1.59786 6.21468 0.83752 0.039
H 0.87967 7.51035 -0.07348 0.130
H 0.65469 8.33076 1.49932 0.129
H -0.38791 6.46071 2.48992 0.132
H 0.30362 5.52704 1.10336 0.093
```

Computed properties:
HOMO	-10.827	eV
Kohn-Sham gap	0.394	Ha
total charge	0
ΔE to the lowest compared entry with this formula, charge and spin	0.0	kJ/mol
LUMO energy	-0.11	eV